Record 1
ORCA calculation (wB97M-V/def2-TZVPD) on a 2-piece molecular cluster, C6H16S overall.

- Frontier orbital gap: 0.3666 Eh
- ΔE to the lowest compared entry with this formula, charge and spin: 31.8 kcal/mol
- Total energy: -636.33113 hartree
- HOMO level: -0.333 Ha
- M: 120.3 g/mol
- Lowest unoccupied orbital energy: 0.0335 hartree
- Structure (SMILES): CC(C)C.CCS

Geometry (Å):
C  -2.014559  1.958648  0.734127
C  -0.859456  0.983746  0.907419
C  0.188670  1.161439  -0.198605
C  -0.087138  1.421777  2.184454
H  -2.039097  2.288109  -0.346488
H  -1.707199  2.912328  1.174593
H  -3.002821  1.669491  1.035852
H  -1.124297  -0.002568  0.966597
H  0.367902  2.210977  -0.251573
H  1.093531  0.699196  0.143676
H  -0.084229  1.059347  -1.235667
H  -0.601842  1.183479  3.123901
H  0.855912  0.831616  2.232052
H  0.187065  2.447122  2.405427
C  1.441489  -2.028372  -2.266951
C  0.653950  -1.944998  -1.014810
S  -0.112384  -3.478724  -0.446938
H  2.008045  -2.980015  -2.381714
H  2.297637  -1.294826  -2.347742
H  0.885954  -2.124249  -3.230263
H  1.167611  -1.370988  -0.236017
H  -0.297420  -1.405548  -1.199130
H  0.782676  -4.196979  0.247801

Cartesian forces, eV/Å:
C 0.7 1.3 -2.2
C 1.6 3.7 0.3
C -0.7 1.0 0.3
C 0.5 -2.1 1.3
H -0.5 -0.7 0.8
H -0.4 -0.2 0.5
H -0.3 -0.2 0.3
H -0.9 -2.5 0.4
H 0.6 1.2 0.5
H 0.6 -0.4 -0.6
H -0.3 -1.3 -0.4
H -0.3 -0.4 -0.2
H -0.4 0.4 0.1
H -0.1 0.5 -1.1
C 2.4 -1.1 -2.2
C -1.1 0.5 0.6
S -0.7 -0.5 0.2
H -0.2 0.3 0.8
H -1.3 -0.2 0.0
H -0.1 0.8 0.8
H -0.1 -0.5 -0.1
H 0.6 0.1 0.1
H 0.5 0.4 -0.2

=====

Record 2
ORCA calculation (wB97M-V/def2-TZVPD) on a 2-piece molecular cluster, C6H16S overall.

- Frontier orbital gap: 0.3389 Eh
- ΔE to the lowest compared entry with this formula, charge and spin: 47.3 kcal/mol
- Total energy: -636.30636 hartree
- HOMO level: -0.305 Ha
- M: 120.3 g/mol
- Lowest unoccupied orbital energy: 0.0337 hartree
- Structure (SMILES): CCSC.CCC

Geometry (Å):
C  1.725472  -0.475922  3.060456
C  0.956599  0.847048  2.647415
S  1.994984  1.697407  1.400261
C  1.379604  0.829942  -0.033580
H  1.366068  -0.451577  4.065914
H  2.786261  -0.475919  3.082981
H  1.368231  -1.322599  2.452640
H  -0.067822  0.684122  2.254907
H  1.116694  1.481029  3.528928
H  1.647568  1.432587  -0.911835
H  1.526271  -0.255516  -0.261169
H  0.228921  0.976858  -0.133866
C  -2.621193  -0.323813  -1.407496
C  -1.454651  0.122419  -2.200906
C  -0.308830  -0.958392  -2.314706
H  -3.296260  -1.130439  -1.800171
H  -3.387339  0.329087  -0.952451
H  -2.365637  -0.994124  -0.539167
H  -1.577941  0.715194  -3.131708
H  -0.782957  0.903094  -1.708553
H  -0.031378  -1.405457  -1.368096
H  -0.694417  -1.838138  -2.885124
H  0.491751  -0.386892  -2.844675

Cartesian forces, eV/Å:
C -2.8 0.5 -0.6
C 2.9 -0.3 -0.5
S -0.7 -0.3 -0.2
C -2.6 0.3 -1.7
H 0.0 -1.5 1.0
H 0.9 0.6 -0.3
H 0.1 0.1 0.6
H 0.6 0.3 0.7
H -1.0 0.1 -0.3
H 0.6 -0.4 0.1
H 0.6 0.9 0.7
H 1.7 -0.3 0.8
C -2.4 -2.4 2.0
C 3.3 1.3 0.5
C -1.7 0.2 -1.9
H 0.6 0.8 -1.1
H 0.8 0.6 -0.5
H 0.8 1.1 -0.3
H -0.7 -1.2 0.1
H -1.6 -0.5 0.3
H 0.2 0.5 0.3
H 0.6 0.7 -0.1
H -0.2 -1.2 0.5

=====

Record 3
ORCA calculation (wB97M-V/def2-TZVPD) on a 2-piece molecular cluster, C6H16S2 overall.

- Frontier orbital gap: 0.3456 Eh
- ΔE to the lowest compared entry with this formula, charge and spin: 28.2 kcal/mol
- Total energy: -1034.53113 hartree
- HOMO level: -0.311 Ha
- M: 152.3 g/mol
- Lowest unoccupied orbital energy: 0.0345 hartree
- Structure (SMILES): CCSC.CCSC

Geometry (Å):
C  5.529318  -8.330177  5.043768
C  5.185088  -9.106087  6.354157
S  6.661637  -9.158757  7.432677
C  6.441428  -7.672537  8.483917
H  6.082398  -7.387117  5.189828
H  4.575939  -8.104067  4.537258
H  6.125877  -8.990617  4.392189
H  4.691089  -10.033405  6.005578
H  4.437768  -8.519977  6.922868
H  5.521048  -7.791597  9.080016
H  6.424298  -6.679118  8.004928
H  7.309177  -7.720717  9.163096
C  3.201519  -6.193148  5.390728
C  4.095119  -5.127778  6.019598
S  3.489109  -4.569719  7.714987
C  2.071339  -3.524939  7.171618
H  3.640249  -6.514608  4.431149
H  2.210529  -5.750688  5.193798
H  3.069349  -7.080757  6.032048
H  4.108379  -4.251769  5.342917
H  5.054598  -5.665247  5.893178
H  1.519969  -3.044709  7.997437
H  1.391439  -4.221509  6.652837
H  2.386769  -2.744719  6.458618

Cartesian forces, eV/Å:
C -0.4 -0.6 0.0
C -0.1 1.8 -0.7
S -0.2 -0.2 0.0
C -0.3 -0.3 0.3
H -0.2 -0.5 0.2
H 0.6 -0.3 0.0
H -0.1 0.4 0.2
H 0.7 0.0 0.9
H 0.2 -0.4 -0.2
H 0.4 0.1 -0.2
H 0.1 -0.6 -0.2
H -0.4 0.1 -0.2
C -1.2 0.4 -0.2
C -0.5 -0.4 -0.6
S 0.6 0.1 -0.8
C -0.1 -0.6 -0.8
H -0.4 0.3 0.4
H 0.2 -0.5 0.0
H 0.1 0.5 -0.2
H 0.1 -0.3 0.5
H 0.2 1.1 1.4
H 0.6 -0.4 -0.1
H 0.0 0.5 0.2
H 0.0 -0.3 0.4

=====

Record 4
ORCA calculation (wB97M-V/def2-TZVPD) on a 2-piece molecular cluster, C6H16S4 overall.

- Frontier orbital gap: 0.3419 Eh
- ΔE to the lowest compared entry with this formula, charge and spin: 24.4 kcal/mol
- Total energy: -1830.90288 hartree
- HOMO level: -0.313 Ha
- M: 216.5 g/mol
- Lowest unoccupied orbital energy: 0.0291 hartree
- Structure (SMILES): CSCSC.CSCSC

Geometry (Å):
C  2.652193  4.184121  3.489127
S  2.060494  2.933811  2.372834
C  2.393760  1.500265  3.306829
S  1.870675  -0.092590  2.614233
C  0.118654  0.264241  2.340749
H  3.748537  4.063674  3.500597
H  2.276253  4.082174  4.521062
H  2.413428  5.197990  3.126257
H  3.486649  1.450944  3.475973
H  1.902459  1.562865  4.296848
H  -0.017245  1.018982  3.133525
H  -0.671156  -0.498957  2.442457
H  0.006046  0.758690  1.361232
C  -2.462141  -3.821579  -4.617047
S  -1.608051  -2.250981  -4.416442
C  -2.432724  -1.504796  -2.939364
S  -1.829920  0.019316  -2.315775
C  -0.290265  -0.579041  -1.661458
H  -2.053428  -4.413166  -5.453468
H  -3.509790  -3.564319  -4.846996
H  -2.444246  -4.442209  -3.705405
H  -3.514014  -1.478907  -3.175133
H  -2.271419  -2.299934  -2.186238
H  0.278901  -0.933669  -2.537188
H  -0.370501  -1.405755  -0.935706
H  0.266850  0.248831  -1.191503

Cartesian forces, eV/Å:
C 1.0 0.3 0.6
S -1.2 0.8 -1.6
C 0.5 -1.0 1.7
S 0.4 -0.5 -0.5
C -0.2 1.4 0.1
H -0.3 0.4 0.3
H 0.0 -0.1 -0.4
H 0.0 -0.6 0.0
H -0.5 -0.4 0.0
H 0.3 0.2 -0.3
H -0.7 -0.2 -0.5
H 1.0 -0.2 0.1
H -0.1 -0.2 0.5
C -1.0 -0.1 0.4
S 1.0 0.7 -0.5
C -0.8 -2.4 -0.3
S -0.4 0.6 0.0
C 1.2 -0.3 -0.2
H 0.1 0.6 0.4
H 0.3 -0.5 0.0
H 0.1 0.2 -0.3
H 0.5 0.4 0.3
H -0.4 0.5 0.0
H 0.1 0.1 0.6
H -0.3 0.4 -0.2
H -0.3 -0.3 -0.3

=====

Record 5
ORCA calculation (wB97M-V/def2-TZVPD) on C6H17AlCaNO as an isolated structure.

- Frontier orbital gap: 0.2006 Eh
- Total energy: -1288.48911 hartree
- HOMO level: -0.423 Ha
- M: 186.3 g/mol
- Lowest unoccupied orbital energy: -0.2224 hartree
- Total charge: +1

Geometry (Å):
C  -2.322106  1.422546  0.090706
C  -2.414454  0.110231  -0.715009
C  -1.527830  -1.006953  -0.115120
C  -0.554864  -1.663262  -1.138217
O  0.792267  -1.497937  -0.688851
Al  1.541105  0.061574  -1.416005
C  2.374512  0.981082  0.151872
C  1.487313  0.705906  1.309918
N  2.239944  -0.062331  2.316279
H  -1.437848  1.459380  0.721912
H  -2.240837  2.262529  -0.587079
H  -3.180969  1.573817  0.732730
H  -2.158118  0.322926  -1.740709
H  -3.435432  -0.240351  -0.640780
H  -0.926989  -0.565246  0.676747
H  -2.127591  -1.782412  0.352035
H  -0.677413  -1.227675  -2.121829
H  -0.811949  -2.718223  -1.164944
H  0.525926  0.997869  -2.215022
H  2.717669  -0.331087  -2.443567
H  3.393797  0.639286  0.318232
H  2.463040  2.050899  0.003029
H  1.115861  1.616211  1.762757
H  0.598503  0.105736  1.057865
H  1.863411  -0.962821  2.104272
H  1.839096  0.162599  3.225037
Ca  1.560576  -2.235107  1.306206

Cartesian forces, eV/Å:
C 0.1 -0.1 -0.3
C 0.0 0.1 1.3
C 0.2 0.1 -1.0
C -1.0 -0.1 1.2
O 0.8 -0.5 1.0
Al 1.4 0.9 -1.6
C -0.2 -0.2 -0.7
C 0.1 1.0 0.1
N -0.2 -0.5 0.8
H 0.2 0.0 0.1
H -0.1 0.3 0.0
H -0.2 0.0 0.1
H 0.1 -0.2 -0.3
H -0.3 0.0 -0.5
H 0.0 0.0 0.1
H -0.3 -0.1 0.0
H 0.0 0.0 -0.2
H 0.3 -0.3 -0.4
H -0.5 -0.3 0.4
H -0.1 -0.4 0.2
H 0.0 -0.2 0.2
H -0.1 0.2 -0.4
H -0.2 0.1 0.2
H -0.1 0.4 0.0
H 1.1 3.6 3.8
H 0.3 -0.2 0.4
Ca -1.3 -3.6 -4.6

=====

Record 6
ORCA calculation (wB97M-V/def2-TZVPD) on C6H17BrLiNO8 as an isolated structure.

- Frontier orbital gap: 0.1775 Eh
- Total energy: -3476.85077 hartree
- HOMO level: -0.030 Ha
- M: 318.0 g/mol
- Lowest unoccupied orbital energy: 0.1476 hartree
- Total charge: -2

Geometry (Å):
Li  26.245452  -4.762006  16.165776
Br  26.417082  -3.118013  13.436039
N  24.364671  -8.349586  15.838127
O  23.966530  -8.982643  16.823809
O  24.712339  -8.951783  14.784196
O  24.385179  -7.130444  15.877345
C  26.896417  -4.466271  21.812637
C  27.209231  -4.866476  20.346798
O  26.235277  -4.403364  19.500955
H  26.637639  -3.408587  21.862183
H  27.766147  -4.812990  22.370707
H  25.966362  -4.784888  22.283378
H  27.332312  -5.948597  20.390991
H  28.157333  -4.462185  19.992188
C  29.406310  -8.025155  16.774142
C  30.500488  -8.966097  16.385454
O  30.557365  -9.635355  15.137917
O  28.984452  -7.317508  15.642952
H  29.819159  -7.318852  17.494405
H  28.590185  -8.525905  17.295004
H  30.710408  -9.723798  17.140379
H  31.391586  -8.346250  16.286225
H  31.173558  -10.362460  15.252951
H  29.759730  -7.284784  15.077738
C  28.630624  0.242611  17.692742
C  28.544147  0.739765  19.160668
O  28.247476  -0.345201  20.077510
O  27.463772  -0.476603  17.602313
H  29.431062  -0.398296  17.323096
H  28.778989  1.109025  17.048217
H  27.728513  1.422931  19.397564
H  29.410358  1.326698  19.466086
H  28.948136  -0.755216  20.589928
H  27.347196  -0.674038  16.670099

Cartesian forces, eV/Å:
Li -0.3 -0.1 0.0
Br 0.1 -0.2 0.7
N 0.0 -1.5 -0.9
O -0.1 -0.6 0.4
O -0.1 0.1 0.5
O 0.4 2.3 0.0
C 0.2 0.5 -0.4
C -2.5 1.0 -0.4
O 0.1 -0.6 -0.5
H 1.1 0.6 -0.1
H 0.1 0.5 0.8
H -0.1 -1.3 -0.5
H 0.1 -1.0 -0.2
H 1.1 0.3 0.6
C -0.6 -0.4 -0.1
C 2.7 -0.3 0.6
O -1.5 -0.4 -0.9
O -0.4 0.2 -0.2
H 0.3 -0.1 0.3
H -0.4 0.1 -0.5
H -0.2 0.3 0.6
H 0.4 0.4 0.8
H -0.1 0.1 -0.1
H -0.2 0.3 -0.4
C 0.2 0.6 1.5
C 1.2 -1.1 1.2
O -0.4 0.6 -0.3
O -1.3 -0.1 -1.4
H 0.8 -0.2 1.1
H -0.8 0.6 -0.3
H -0.4 0.0 -1.1
H 0.6 -0.2 0.0
H 0.5 0.3 -0.5
H -0.5 -0.5 -0.2

=====

What did the third record say?
ORCA calculation (wB97M-V/def2-TZVPD) on a 2-piece molecular cluster, C6H16S2 overall.

- Frontier orbital gap: 0.3456 Eh
- ΔE to the lowest compared entry with this formula, charge and spin: 28.2 kcal/mol
- Total energy: -1034.53113 hartree
- HOMO level: -0.311 Ha
- M: 152.3 g/mol
- Lowest unoccupied orbital energy: 0.0345 hartree
- Structure (SMILES): CCSC.CCSC

Geometry (Å):
C  5.529318  -8.330177  5.043768
C  5.185088  -9.106087  6.354157
S  6.661637  -9.158757  7.432677
C  6.441428  -7.672537  8.483917
H  6.082398  -7.387117  5.189828
H  4.575939  -8.104067  4.537258
H  6.125877  -8.990617  4.392189
H  4.691089  -10.033405  6.005578
H  4.437768  -8.519977  6.922868
H  5.521048  -7.791597  9.080016
H  6.424298  -6.679118  8.004928
H  7.309177  -7.720717  9.163096
C  3.201519  -6.193148  5.390728
C  4.095119  -5.127778  6.019598
S  3.489109  -4.569719  7.714987
C  2.071339  -3.524939  7.171618
H  3.640249  -6.514608  4.431149
H  2.210529  -5.750688  5.193798
H  3.069349  -7.080757  6.032048
H  4.108379  -4.251769  5.342917
H  5.054598  -5.665247  5.893178
H  1.519969  -3.044709  7.997437
H  1.391439  -4.221509  6.652837
H  2.386769  -2.744719  6.458618

Cartesian forces, eV/Å:
C -0.4 -0.6 0.0
C -0.1 1.8 -0.7
S -0.2 -0.2 0.0
C -0.3 -0.3 0.3
H -0.2 -0.5 0.2
H 0.6 -0.3 0.0
H -0.1 0.4 0.2
H 0.7 0.0 0.9
H 0.2 -0.4 -0.2
H 0.4 0.1 -0.2
H 0.1 -0.6 -0.2
H -0.4 0.1 -0.2
C -1.2 0.4 -0.2
C -0.5 -0.4 -0.6
S 0.6 0.1 -0.8
C -0.1 -0.6 -0.8
H -0.4 0.3 0.4
H 0.2 -0.5 0.0
H 0.1 0.5 -0.2
H 0.1 -0.3 0.5
H 0.2 1.1 1.4
H 0.6 -0.4 -0.1
H 0.0 0.5 0.2
H 0.0 -0.3 0.4

=====

> The highest total energy belongs to which entry?

number 2

=====

Copy entry 1 word for word.
ORCA calculation (wB97M-V/def2-TZVPD) on a 2-piece molecular cluster, C6H16S overall.

- Frontier orbital gap: 0.3666 Eh
- ΔE to the lowest compared entry with this formula, charge and spin: 31.8 kcal/mol
- Total energy: -636.33113 hartree
- HOMO level: -0.333 Ha
- M: 120.3 g/mol
- Lowest unoccupied orbital energy: 0.0335 hartree
- Structure (SMILES): CC(C)C.CCS

Geometry (Å):
C  -2.014559  1.958648  0.734127
C  -0.859456  0.983746  0.907419
C  0.188670  1.161439  -0.198605
C  -0.087138  1.421777  2.184454
H  -2.039097  2.288109  -0.346488
H  -1.707199  2.912328  1.174593
H  -3.002821  1.669491  1.035852
H  -1.124297  -0.002568  0.966597
H  0.367902  2.210977  -0.251573
H  1.093531  0.699196  0.143676
H  -0.084229  1.059347  -1.235667
H  -0.601842  1.183479  3.123901
H  0.855912  0.831616  2.232052
H  0.187065  2.447122  2.405427
C  1.441489  -2.028372  -2.266951
C  0.653950  -1.944998  -1.014810
S  -0.112384  -3.478724  -0.446938
H  2.008045  -2.980015  -2.381714
H  2.297637  -1.294826  -2.347742
H  0.885954  -2.124249  -3.230263
H  1.167611  -1.370988  -0.236017
H  -0.297420  -1.405548  -1.199130
H  0.782676  -4.196979  0.247801

Cartesian forces, eV/Å:
C 0.7 1.3 -2.2
C 1.6 3.7 0.3
C -0.7 1.0 0.3
C 0.5 -2.1 1.3
H -0.5 -0.7 0.8
H -0.4 -0.2 0.5
H -0.3 -0.2 0.3
H -0.9 -2.5 0.4
H 0.6 1.2 0.5
H 0.6 -0.4 -0.6
H -0.3 -1.3 -0.4
H -0.3 -0.4 -0.2
H -0.4 0.4 0.1
H -0.1 0.5 -1.1
C 2.4 -1.1 -2.2
C -1.1 0.5 0.6
S -0.7 -0.5 0.2
H -0.2 0.3 0.8
H -1.3 -0.2 0.0
H -0.1 0.8 0.8
H -0.1 -0.5 -0.1
H 0.6 0.1 0.1
H 0.5 0.4 -0.2